[1]
Here is a 5-piece molecular cluster, C34H24NO20PS overall from the OMol25 dataset. Energies are from ωB97M-V with the def2-TZVPD basis set.

Its spin multiplicity is 1. The value obtained for the energy above the lowest of the compared OMol25 structures with the same formula, charge and spin is 52.9 kcal per mole. The HOMO energy is -8.82 eV. For the LUMO energy, the calculation gives -1.800 eV. Its SMILES is N=P(O)(O)c1cccc2c1C(=O)C(S)=CC2=O.O=C1C=C(O)C(=O)C=C1O.O=C1C=C(O)C(=O)C=C1O.O=C1C=C(O)C(=O)C=C1O.O=C1C=C(O)C(=O)C=C1O.

Each line ends with the Mulliken charge.
Element x y z (Å)
N  6.1297  0.3095  1.2448  -0.960
P  4.8249  -0.1762  0.4941  1.343
O  5.3179  -0.8440  -0.9554  -0.548
O  4.1216  -1.3056  1.4974  -0.476
C  3.6161  1.2147  0.2782  0.567
C  4.0121  2.6380  0.3938  -0.187
C  3.0447  3.7320  0.2294  -0.444
C  1.6202  3.4586  -0.0335  -1.018
C  1.2290  2.0635  -0.1288  0.603
C  2.2027  0.9554  0.0015  0.443
C  1.6155  -0.4859  -0.1775  0.438
O  2.2012  -1.3666  -0.7575  -0.670
C  0.1754  -0.6660  0.4242  0.005
S  -0.2915  -2.2056  1.2728  -0.231
C  -0.7226  0.3541  0.3149  -0.556
C  -0.2740  1.6893  -0.3799  0.058
O  -1.0190  2.3593  -1.0491  -0.586
H  6.0764  1.3085  1.4472  0.257
H  6.0770  -1.4065  -0.6880  0.292
H  3.6625  -2.0039  0.9892  0.312
H  5.0735  2.8966  0.6103  0.174
H  3.4224  4.7809  0.2953  0.237
H  0.8742  4.2759  -0.1586  0.429
H  -0.2247  -1.8668  2.6085  0.198
H  -1.7372  0.2261  0.7596  0.382
O  8.4168  8.4555  2.7470  -0.601
C  7.6172  7.9808  1.9632  0.914
C  7.8482  6.7136  1.2698  -0.793
C  6.9466  6.2409  0.4044  0.334
O  7.1355  5.0750  -0.2449  -0.601
C  5.6824  6.9813  0.1118  0.983
O  4.8969  6.5205  -0.6985  -0.636
C  5.4392  8.2349  0.8213  -1.023
C  6.3392  8.7074  1.6900  0.418
O  6.1374  9.8576  2.3572  -0.564
H  8.7678  6.1885  1.4885  0.426
H  6.3470  4.9591  -0.8097  0.348
H  4.5123  8.7517  0.6134  0.434
H  6.9292  9.9777  2.9165  0.352
O  -3.1419  -1.5871  -0.6198  -0.353
C  -4.0179  -2.4238  -0.7507  0.932
C  -5.3034  -2.1244  -1.3813  -1.142
C  -6.2423  -3.0693  -1.4882  0.349
O  -7.4323  -2.8185  -2.0663  -0.573
C  -6.0191  -4.4532  -0.9703  1.182
O  -6.9084  -5.2777  -1.0715  -0.642
C  -4.7248  -4.7583  -0.3622  -0.617
C  -3.7852  -3.8155  -0.2579  0.182
O  -2.5824  -4.0786  0.3008  -0.574
H  -5.4532  -1.1188  -1.7498  0.460
H  -7.9282  -3.6585  -2.0170  0.349
H  -4.5700  -5.7657  -0.0083  0.302
H  -2.0788  -3.2361  0.2624  0.132
O  -7.6650  -3.5739  6.6007  -0.603
C  -7.1531  -3.9742  5.5721  0.934
C  -5.8369  -3.5250  5.1189  -0.866
C  -5.3229  -3.9810  3.9727  0.334
O  -4.1109  -3.5838  3.5353  -0.541
C  -6.0666  -4.9545  3.1172  0.915
O  -5.5666  -5.3280  2.0715  -0.492
C  -7.3709  -5.4221  3.5804  -1.012
C  -7.8842  -4.9690  4.7287  0.352
O  -9.0821  -5.3859  5.1780  -0.567
H  -5.3104  -2.8189  5.7461  0.440
H  -3.9689  -4.0530  2.6891  0.276
H  -7.8903  -6.1398  2.9600  0.460
H  -9.2246  -4.9121  6.0202  0.349
O  0.3526  -2.5385  -7.2595  -0.613
C  0.4465  -1.8141  -6.2859  0.884
C  -0.5758  -0.8295  -5.9337  -0.874
C  -0.4204  -0.0442  -4.8632  0.305
O  -1.3489  0.8676  -4.5171  -0.597
C  0.7932  -0.1393  -3.9965  0.920
O  0.9017  0.6084  -3.0419  -0.493
C  1.8040  -1.1390  -4.3333  -1.110
C  1.6470  -1.9267  -5.4019  0.490
O  2.5622  -2.8568  -5.7325  -0.575
H  -1.4476  -0.7698  -6.5705  0.429
H  -1.0034  1.3045  -3.7134  0.315
H  2.6688  -1.2088  -3.6866  0.552
H  2.2174  -3.2872  -6.5384  0.346



[2]
Here is C15H19FIrN2O as an isolated structure from the OMol25 dataset. Energies are from ωB97M-V with the def2-TZVPD basis set.

Its spin multiplicity is 1. The HOMO energy (alpha / beta) is -12.21 / -12.21 eV. For the LUMO energy (alpha / beta), the calculation gives -5.671 / -5.610 eV. Its total charge is +1.

Each line ends with the natural charge from an NBO analysis.
Element x y z (Å)
Ir  2.1089  0.6435  2.5820  1.130
C  0.7421  -0.5918  4.1794  -0.186
C  0.0561  -0.1943  2.9798  -0.366
C  -0.1560  1.2074  3.0603  -0.238
C  0.3695  1.6558  4.3179  -0.149
C  0.8833  0.5503  5.0051  -0.176
H  0.9745  -1.6051  4.4654  0.270
H  -0.4224  -0.8712  2.2899  0.268
H  -0.7779  1.8063  2.4155  0.266
H  0.3230  2.6638  4.6877  0.267
H  1.3219  0.5669  5.9846  0.270
F  3.6578  1.3837  3.4873  -0.638
C  -2.9384  0.7612  -3.2927  -0.616
C  -2.2794  -0.6156  -3.2286  -0.221
N  -1.1758  -0.6624  -2.2893  -0.422
C  -1.3808  -1.3754  -1.0536  -0.208
C  -2.3563  -0.6623  -0.1145  -0.621
C  -0.0171  -0.0730  -2.6866  0.648
O  0.1037  0.4362  -3.7810  -0.588
C  1.1663  -0.0920  -1.7576  -0.135
C  2.4046  -0.4806  -2.2696  -0.071
C  3.5236  -0.4060  -1.4577  -0.230
C  3.3737  0.0434  -0.1567  0.060
N  2.1915  0.4290  0.3306  -0.468
C  1.1190  0.3944  -0.4594  0.066
H  -3.7534  0.7319  -4.0090  0.226
H  -2.2173  1.5033  -3.6219  0.230
H  -3.3315  1.0509  -2.3224  0.197
H  -1.8825  -0.8443  -4.2232  0.232
H  -3.0057  -1.3773  -2.9455  0.202
H  -0.4199  -1.5337  -0.5609  0.199
H  -1.7952  -2.3603  -1.2931  0.211
H  -2.0223  0.3467  0.1135  0.192
H  -2.4435  -1.2225  0.8123  0.213
H  -3.3468  -0.5998  -0.5556  0.230
H  2.4785  -0.8218  -3.2904  0.256
H  4.4977  -0.6922  -1.8198  0.253
H  4.2185  0.1125  0.5175  0.232
H  0.2067  0.7936  -0.0387  0.217



[3]
Here is a 3-piece molecular cluster, C21H45ClN2O2Si overall from the OMol25 dataset. Energies are from ωB97M-V with the def2-TZVPD basis set.

Its spin multiplicity is 3. The HOMO energy (alpha / beta) is -7.83 / -9.23 eV. For the LUMO energy (alpha / beta), the calculation gives 0.769 / 0.761 eV.

Each line ends with the Mulliken spin population.
Element x y z (Å)
Si  -0.7296  2.6768  -3.8979  0.003
C  -1.4335  0.9511  -3.6736  0.000
C  -2.5369  0.8717  -2.6022  -0.001
C  -1.8957  0.8078  -1.2268  -0.038
Cl  -3.0235  1.2284  0.1080  0.000
H  0.6959  2.6555  -4.2935  0.001
H  -0.8512  3.4341  -2.6275  0.002
H  -1.4946  3.4063  -4.9374  0.000
H  -0.6098  0.2791  -3.4082  0.001
H  -1.8224  0.5971  -4.6322  0.000
H  -3.2125  1.7316  -2.6415  0.000
H  -3.1551  -0.0155  -2.7612  0.000
H  -1.0523  1.4929  -1.1559  0.016
H  -1.5381  -0.1969  -1.0014  0.022
C  4.4269  3.4166  -0.4515  0.019
C  2.9899  3.3602  -0.9965  -0.023
C  2.0911  4.4469  -0.3811  0.030
C  1.6964  4.1869  1.0688  -0.015
C  1.0807  2.8021  1.2269  0.031
C  1.9935  1.6768  0.7169  0.000
N  2.3372  2.0358  -0.7083  0.489
O  1.4914  1.6519  -1.5793  0.459
C  3.2230  1.5071  1.6038  0.024
C  1.2245  0.3670  0.7010  0.011
C  3.0370  3.5352  -2.5109  0.001
H  4.8302  2.4222  -0.2776  -0.011
H  5.0668  3.9060  -1.1851  0.001
H  4.4977  3.9830  0.4771  0.000
H  1.1826  4.5113  -0.9888  0.003
H  2.6104  5.4049  -0.4766  0.001
H  2.5528  4.3067  1.7386  -0.001
H  0.9668  4.9420  1.3685  0.001
H  0.8287  2.5988  2.2711  0.000
H  0.1481  2.7508  0.6557  0.002
H  3.8996  0.7592  1.1883  -0.008
H  2.8765  1.1446  2.5726  0.000
H  3.7768  2.4252  1.7728  0.001
H  0.3118  0.4726  0.1312  -0.021
H  0.9722  0.0744  1.7199  0.000
H  1.8142  -0.4386  0.2629  0.003
H  3.6009  2.7233  -2.9723  -0.002
H  3.5417  4.4787  -2.7270  0.000
H  2.0433  3.5514  -2.9462  0.008
C  -2.4504  -3.8203  3.2646  0.017
C  -1.8655  -2.6934  2.3971  -0.024
C  -2.9067  -2.0974  1.4332  0.039
C  -3.2534  -3.0012  0.2566  -0.019
C  -1.9977  -3.4260  -0.4953  0.040
C  -0.9691  -4.1176  0.4117  -0.009
N  -0.7090  -3.1769  1.5600  0.473
O  0.1741  -2.2943  1.3204  0.466
C  -1.4696  -5.4841  0.8722  0.013
C  0.3466  -4.3167  -0.3311  -0.006
C  -1.3401  -1.5910  3.3123  -0.002
H  -1.7468  -4.6400  3.3880  -0.009
H  -2.6724  -3.4280  4.2565  0.001
H  -3.3777  -4.2219  2.8555  0.000
H  -2.5130  -1.1500  1.0530  -0.001
H  -3.8021  -1.8591  2.0144  0.002
H  -3.8187  -3.8772  0.5872  -0.002
H  -3.9114  -2.4534  -0.4214  0.000
H  -2.2423  -4.1037  -1.3181  0.002
H  -1.5193  -2.5422  -0.9297  0.002
H  -0.7706  -5.9337  1.5786  -0.008
H  -1.5236  -6.1294  -0.0062  0.000
H  -2.4554  -5.4615  1.3250  0.000
H  0.7237  -3.3791  -0.7289  0.005
H  0.1774  -5.0155  -1.1525  0.000
H  1.1027  -4.7362  0.3336  0.002
H  -0.5358  -1.9687  3.9453  -0.001
H  -2.1622  -1.2606  3.9497  -0.001
H  -0.9654  -0.7438  2.7449  0.013



[4]
Here is C22H26PSe2Si2V as an isolated structure from the OMol25 dataset. Energies are from ωB97M-V with the def2-TZVPD basis set.

Its spin multiplicity is 2. The value obtained for the energy above the lowest of the compared OMol25 structures with the same formula, charge and spin is 12.6 kcal per mole. The HOMO energy (alpha / beta) is -4.79 / -4.45 eV. For the LUMO energy (alpha / beta), the calculation gives 2.665 / 2.682 eV. Its total charge is -1.

Each line ends with the natural charge from an NBO analysis.
Element x y z (Å)
V  0.0582  -0.4964  1.9520  0.172
Se  0.0649  -1.7916  3.6747  -0.334
P  0.0322  2.0119  2.0142  0.570
Se  0.0717  2.1741  -0.1325  -0.528
C  1.4221  2.9060  2.8082  -0.345
C  2.0157  4.0047  2.1962  -0.185
C  3.0418  4.6839  2.8354  -0.217
C  3.4877  4.2633  4.0820  -0.214
C  2.9081  3.1577  4.6879  -0.229
C  1.8783  2.4787  4.0509  -0.144
C  -1.4018  2.8792  2.7578  -0.345
C  -1.8996  2.4387  3.9796  -0.203
C  -2.9657  3.0973  4.5774  -0.212
C  -3.5397  4.1954  3.9530  -0.214
C  -3.0517  4.6290  2.7266  -0.234
C  -1.9893  3.9703  2.1266  -0.130
H  1.6779  4.3035  1.2103  0.233
H  3.5007  5.5399  2.3554  0.205
H  4.2958  4.7898  4.5751  0.204
H  3.2655  2.8147  5.6508  0.209
H  1.4338  1.6012  4.5088  0.214
H  -1.4590  1.5667  4.4516  0.225
H  -3.3554  2.7440  5.5239  0.209
H  -4.3757  4.7059  4.4153  0.204
H  -3.5061  5.4789  2.2318  0.205
H  -1.6180  4.2790  1.1559  0.224
C  3.1802  -2.4616  1.6425  -1.111
Si  1.5925  -1.9650  0.7352  1.164
C  2.1577  -1.1798  -0.8990  -1.112
C  0.6982  -3.5679  0.2521  -0.455
C  1.3584  -4.7335  -0.1474  -0.212
C  0.6558  -5.8728  -0.5064  -0.232
C  -0.7354  -5.8609  -0.4758  -0.218
C  -1.4019  -4.7099  -0.0861  -0.239
C  -0.7046  -3.5561  0.2836  -0.352
Si  -1.5493  -1.9392  0.8073  1.166
C  -3.1106  -2.4098  1.7715  -1.113
C  -2.1583  -1.1311  -0.7997  -1.114
H  3.8604  -3.0441  1.0143  0.213
H  2.9414  -3.0361  2.5383  0.237
H  3.7115  -1.5576  1.9561  0.223
H  2.7952  -1.8641  -1.4684  0.215
H  2.7064  -0.2498  -0.7315  0.231
H  1.2891  -0.9290  -1.5121  0.233
H  2.4443  -4.7564  -0.1701  0.196
H  1.1855  -6.7704  -0.8056  0.195
H  -1.2931  -6.7491  -0.7509  0.194
H  -2.4879  -4.7144  -0.0600  0.196
H  -3.8261  -2.9758  1.1678  0.212
H  -3.6108  -1.4967  2.1088  0.224
H  -2.8488  -2.9928  2.6552  0.237
H  -2.8281  -1.8001  -1.3496  0.215
H  -1.3084  -0.8910  -1.4427  0.234
H  -2.6844  -0.1932  -0.6059  0.231



[5]
Here is a 13-piece molecular cluster, H26O13 overall from the OMol25 dataset. Energies are from ωB97M-V with the def2-TZVPD basis set.

Its spin multiplicity is 1. The value obtained for the energy above the lowest of the compared OMol25 structures with the same formula, charge and spin is 118.7 kcal per mole. The HOMO energy is -10.68 eV. For the LUMO energy, the calculation gives -0.040 eV.

Each line ends with the natural charge from an NBO analysis.
Element x y z (Å)
O  1.1945  -1.1223  -2.9107  -0.963
H  0.8762  -1.2890  -3.8826  0.474
H  0.6888  -1.6985  -2.4980  0.487
O  2.6403  0.1540  -0.0915  -0.956
H  3.1515  0.2777  -0.7975  0.456
H  2.0467  0.8901  -0.2413  0.487
O  2.4177  1.2489  -2.4555  -0.946
H  2.4103  0.3993  -2.5977  0.477
H  3.0718  1.5159  -3.1752  0.468
O  -0.9844  1.8924  -1.6793  -0.943
H  -0.8341  2.6771  -1.4095  0.462
H  -0.3017  1.6251  -2.3063  0.515
O  -3.1584  1.5705  -0.1733  -0.967
H  -3.1773  0.6799  0.0694  0.478
H  -2.3864  1.3471  -0.8330  0.492
O  -1.8511  -1.1318  1.0186  -0.956
H  -1.3306  -0.2447  1.0864  0.467
H  -1.1322  -1.7511  0.8149  0.474
O  0.2757  -2.6933  1.5175  -1.006
H  0.6284  -1.8009  1.3507  0.503
H  0.5405  -3.1351  2.3805  0.521
O  -1.9260  2.8744  1.6333  -0.998
H  -2.2282  2.6763  0.6996  0.486
H  -2.7015  2.6849  2.2083  0.479
O  2.1605  0.5658  3.2611  -0.974
H  1.9395  0.9259  2.3852  0.500
H  2.7810  -0.1354  3.2115  0.472
O  0.5475  -2.9748  -1.0297  -0.935
H  1.2232  -3.6283  -0.7210  0.487
H  0.1517  -2.6728  -0.3508  0.450
O  -0.8697  0.4284  4.4750  -0.948
H  -0.1190  0.1307  3.9064  0.483
H  -1.6576  0.0849  3.9908  0.463
O  -1.5709  -2.1099  -3.4365  -0.973
H  -1.8154  -2.7625  -2.6952  0.494
H  -2.1124  -1.3012  -3.3845  0.480
O  0.6771  1.5857  0.9692  -0.983
H  0.8889  2.5722  1.2061  0.501
H  -0.1548  1.6443  0.4850  0.491